# 1
This record from OMol25 describes a molecular structure, CHLiNaO3 at a distorted geometry. The level of theory is ωB97M-V/def2-TZVPD.

```
7
CHLiNaO3 (ωB97M-V/def2-TZVPD)
O -0.3010 -1.9719 0.9627
H -2.0390 -2.1315 -0.3693
C -0.5321 -1.0602 0.1624
O -1.6296 -1.2923 -0.6514
O 1.8260 1.9832 -0.4882
Na 1.8078 3.9303 0.7113
Li 0.8677 0.5425 -0.3275
```

Properties
HOMO energy (alpha / beta) in eV: -2.57 / -2.58
Total charge: -1
LUMO level (alpha / beta) in eV: 1.645 / 1.643

---

# 2
This record from OMol25 describes 10 unconnected molecules or ions with the total composition C50H42F42N13O28S14 at a distorted geometry. The level of theory is ωB97M-V/def2-TZVPD.

```
189
C50H42F42N13O28S14 (ωB97M-V/def2-TZVPD)
C -0.2739 -3.8450 2.3417
N -0.3537 -2.6622 1.4597
C -0.3591 -1.4851 2.1358
C -0.4382 -0.3025 1.3812
C -0.6126 -0.3453 -0.0137
C -0.6800 -1.6176 -0.6659
C -0.4629 -2.7187 0.1091
C -0.7391 0.8632 -0.8790
C 0.0741 2.0100 -0.6046
C -0.0005 3.0854 -1.5278
N -0.8505 3.0543 -2.5373
C -1.7816 2.0746 -2.6535
C -1.7646 0.9530 -1.8019
C -0.7864 4.1511 -3.5293
H 0.6954 -3.8297 2.8401
H -0.2336 -4.6957 1.6614
H -1.1078 -3.8492 3.0437
H -0.3179 -1.5023 3.2149
H -0.3930 0.6876 1.8104
H -0.8161 -1.7720 -1.7261
H -0.4368 -3.7374 -0.2487
H 0.7730 2.0521 0.2177
H 0.6677 3.9262 -1.4141
H -2.4541 2.0317 -3.4975
H -2.4724 0.1567 -1.9789
H -0.1178 4.9056 -3.1148
H -1.8361 4.4096 -3.6690
H -0.3738 3.6877 -4.4255
C 8.2375 2.4538 5.7178
N 7.2806 3.3377 5.1631
C 7.3281 3.8178 3.8483
C 6.2374 4.4012 3.2433
C 5.0704 4.6802 3.9544
C 5.1322 4.3499 5.3402
C 6.2116 3.6690 5.9119
C 3.8903 5.3359 3.3889
C 3.2134 6.3234 4.0480
C 2.1193 6.9728 3.3781
N 1.7210 6.5622 2.1565
C 2.3856 5.5690 1.5425
C 3.4868 4.9651 2.1002
C 0.7564 7.2626 1.4477
H 7.9596 2.0534 6.6928
H 9.2414 2.8771 5.6830
H 8.1035 1.5462 5.1292
H 8.1450 3.4779 3.2291
H 6.3704 4.6515 2.2012
H 4.2782 4.5856 5.9580
H 6.1123 3.4392 6.9625
H 3.5661 6.5437 5.0447
H 1.4905 7.7083 3.8576
H 2.1312 5.3741 0.5112
H 3.8512 4.1032 1.5610
H 1.2995 7.8482 0.7059
H 0.1795 7.7843 2.2114
H 0.0962 6.6097 0.8768
C 4.3621 -9.0500 3.2891
N 2.9344 -9.0882 3.3588
C 2.3287 -10.2541 3.5764
C 0.9332 -10.3147 3.4600
C 0.2026 -9.1525 3.1352
C 0.8949 -8.0004 2.9436
C 2.2818 -7.9574 3.0986
C -1.2396 -9.1212 2.8502
C -2.0946 -9.5398 3.9111
C -3.4733 -9.4571 3.7356
N -3.9266 -9.0242 2.5276
C -3.1630 -8.5563 1.5920
C -1.8261 -8.6893 1.6755
C -5.3685 -9.1510 2.2161
H 4.6163 -9.7456 2.4893
H 4.7559 -9.3746 4.2523
H 4.6785 -8.0447 3.0111
H 3.0054 -11.0890 3.6828
H 0.4646 -11.2869 3.5032
H 0.3907 -7.1137 2.5885
H 2.8785 -7.0817 2.8900
H -1.7440 -10.0120 4.8170
H -4.2196 -9.8024 4.4357
H -3.6849 -8.4069 0.6583
H -1.1937 -8.4688 0.8282
H -5.6093 -8.6313 1.2887
H -5.8858 -8.6519 3.0355
H -5.7223 -10.1800 2.1533
C -7.4269 4.8075 -7.5774
F -7.3667 4.3159 -8.8065
F -7.5464 6.1366 -7.7856
F -8.5093 4.3050 -6.9207
S -5.7943 4.2085 -6.7348
O -5.6551 5.1144 -5.5636
O -6.0822 2.7861 -6.3640
N -4.6805 4.5709 -8.0694
S -3.4391 3.7482 -7.5391
O -3.0713 3.9302 -6.1258
O -3.3141 2.4208 -8.1075
C -2.0093 4.8064 -8.3151
F -2.1331 6.0801 -8.0978
F -0.7841 4.4133 -7.9066
F -2.0265 4.6549 -9.6543
C -2.6992 -2.6557 -6.4819
F -3.7326 -3.2505 -6.0238
F -1.9691 -3.6726 -6.9619
F -3.0048 -1.8183 -7.4511
S -1.6362 -1.7624 -5.0995
O -2.4062 -0.6944 -4.3971
O -1.1495 -2.8902 -4.2986
N -0.4802 -1.1342 -6.1622
S 0.1642 -0.0087 -5.3945
O -0.4281 1.3448 -5.5951
O 0.5431 -0.3303 -4.0152
C 1.8355 0.1414 -6.4605
F 1.4434 0.4696 -7.6977
F 2.5965 1.0954 -6.0330
F 2.4946 -0.9996 -6.4809
C 3.8803 2.4930 -1.6172
F 4.3739 3.4860 -0.8681
F 4.7997 1.5666 -1.7980
F 2.8414 1.8854 -1.0316
S 3.3036 3.2965 -3.2348
O 4.4882 3.4481 -4.0818
O 2.2543 2.4093 -3.7113
N 2.6639 4.7371 -2.6017
S 3.0414 5.8646 -3.6657
O 4.4029 6.2877 -3.4412
O 2.5040 5.5125 -4.9664
C 1.9060 7.3213 -3.0046
F 2.2527 8.3685 -3.7363
F 0.6332 7.0686 -3.2361
F 2.2199 7.5237 -1.7179
C -2.0412 8.5727 -0.8364
F -3.1842 9.3014 -0.9787
F -1.2130 8.8907 -1.7829
F -1.4193 8.6252 0.3388
S -2.5525 6.6811 -1.2515
O -2.9055 6.6128 -2.6729
O -1.4092 5.8205 -0.9465
N -3.8573 6.5547 -0.0984
S -4.7510 5.5312 -0.8240
O -5.8791 6.3034 -1.4389
O -4.1638 4.4583 -1.6144
C -5.4514 4.5397 0.6530
F -4.5293 3.9289 1.3469
F -6.2405 5.3228 1.4241
F -6.2261 3.5949 0.1496
C 3.5589 0.8875 2.9156
F 4.2116 -0.0627 3.6105
F 4.3522 1.9555 2.6990
F 3.2490 0.4997 1.6978
S 1.9314 1.3308 3.8394
O 1.2293 0.0173 4.0696
O 2.4941 1.9524 5.0538
N 1.2503 2.4173 2.7233
S 0.2903 3.1489 3.6545
O -0.5618 2.3830 4.5645
O 0.9130 4.4222 4.1745
C -1.0658 3.8418 2.3735
F -2.0011 2.9294 1.9437
F -1.7752 4.8699 2.8579
F -0.3118 4.2477 1.3165
C -4.5573 -3.9527 3.9992
F -5.1842 -4.4782 5.0532
F -5.4596 -3.1270 3.4371
F -3.5064 -3.2281 4.3780
S -3.9599 -5.2826 2.8321
O -2.7907 -5.9403 3.4635
O -5.1227 -6.1116 2.6993
N -3.4745 -4.2114 1.5542
S -4.5849 -4.2854 0.5862
O -4.5959 -5.5985 -0.1358
O -5.8540 -3.8260 1.1241
C -4.1113 -2.9407 -0.7524
F -3.7215 -1.8721 -0.0773
F -3.1417 -3.3370 -1.5924
F -5.2575 -2.6276 -1.4413
C 3.3831 -3.4591 2.8806
F 4.4942 -2.8581 3.4874
F 2.9367 -4.3450 3.8361
F 2.5116 -2.4973 2.5429
S 3.9292 -4.4461 1.3169
O 4.1205 -3.4776 0.2420
O 5.0457 -5.2305 1.7342
N 2.5175 -5.4481 1.1078
S 2.6633 -5.9119 -0.3699
O 2.2753 -4.8063 -1.2687
O 3.9539 -6.6188 -0.6785
C 1.2840 -7.2793 -0.6729
F 0.1076 -6.5979 -0.6414
F 1.4649 -7.7416 -1.8449
F 1.3767 -8.1874 0.2754
```

Properties
HOMO energy in eV: -5.03
Total charge: -1
LUMO level in eV: -2.479

---

# 3
This record from OMol25 describes 16 unconnected molecules or ions with the total composition C12H26B3O37 at a distorted geometry. The level of theory is ωB97M-V/def2-TZVPD.

```
78
C12H26B3O37 (ωB97M-V/def2-TZVPD)
O 13.2367 -1.4638 14.8697
C 12.5107 -1.7333 15.7999
O 12.0463 -0.8813 16.6842
B 11.3456 -1.5481 17.7815
O 11.2063 -2.9391 17.2734
C 11.9468 -3.1073 16.1931
O 12.1501 -4.1686 15.6399
O 10.0556 -0.9000 18.0085
C 9.8916 -0.6929 19.2942
O 8.9558 -0.2147 19.8722
C 11.1980 -1.1641 20.0241
O 12.0644 -1.4657 19.1105
O 11.3802 -1.2169 21.2161
O 11.4424 1.8044 18.1145
C 10.6128 2.2008 17.3416
O 9.3381 1.8978 17.2866
B 8.6832 2.6287 16.1796
O 9.6429 3.6817 15.8385
C 10.7936 3.4253 16.4073
O 11.8045 4.0801 16.2538
O 7.3720 3.1155 16.5981
C 6.4271 2.2995 16.0969
O 5.2518 2.2767 16.3388
C 7.1455 1.4211 15.0937
O 8.4197 1.7515 15.0358
O 6.6408 0.5945 14.3536
O 7.4432 -3.3448 12.3564
C 7.9236 -3.1574 13.4447
O 7.5397 -3.7362 14.5853
B 8.1695 -3.1034 15.7366
O 9.2012 -2.1995 15.1057
C 9.0401 -2.1491 13.8103
O 9.7308 -1.5361 13.0347
O 8.8105 -4.1220 16.6121
C 8.1663 -4.1880 17.7501
O 8.3436 -5.0151 18.6114
C 7.1641 -3.0360 17.7997
O 7.2143 -2.4126 16.6218
O 6.3288 -2.8821 18.6525
O 11.7787 -5.6599 18.7569
H 10.9968 -5.2076 18.4088
H 11.6037 -6.5952 18.6132
O 15.7407 -0.1865 13.0184
H 14.8027 0.0168 13.1415
H 15.9275 0.0729 12.1129
O 15.5090 -0.3393 17.3995
H 15.0756 -0.2741 16.5378
H 16.4488 -0.3115 17.2013
O 12.2052 0.1438 12.7023
H 12.4978 -0.6675 13.1341
H 11.2527 0.1521 12.8512
O 13.8023 -1.7702 23.8444
H 13.7405 -1.1431 23.1081
H 12.9307 -2.1804 23.8726
O 10.9642 -1.8267 24.5841
H 10.1394 -2.3096 24.6851
H 10.9062 -1.4291 23.7036
O 11.3933 -4.8887 13.1433
H 11.6363 -4.3303 13.9046
H 11.5356 -5.7839 13.4587
O 15.4950 -1.9043 19.8102
H 16.3954 -1.6500 19.6000
H 14.9620 -1.4999 19.1139
O 13.4288 0.5633 22.2448
H 14.1270 1.2240 22.2416
H 13.0677 0.5827 21.3508
O 7.0899 -1.5980 21.6189
H 7.7865 -1.3376 20.9970
H 7.4040 -2.4230 21.9975
O 12.2023 -3.8081 21.9851
H 12.0464 -2.8562 21.8882
H 13.1196 -3.9264 21.7219
O 12.4412 -7.1088 16.3750
H 12.5412 -6.3262 16.9376
H 11.5160 -7.0966 16.1140
O 7.8342 2.2506 20.7751
H 8.0792 1.3379 20.5572
H 6.9044 2.3098 20.5414
```

Properties
HOMO energy in eV: -3.46
Total charge: -3
LUMO level in eV: 5.424

---

# 4
This record from OMol25 describes 5 unconnected molecules or ions with the total composition C38H64NO19P2 at a distorted geometry. The level of theory is ωB97M-V/def2-TZVPD.

```
124
C38H64NO19P2 (ωB97M-V/def2-TZVPD)
C -4.5515 1.2158 1.9148
C -3.0401 1.1934 1.6825
P -2.5100 1.1310 -0.1875
O -2.1009 1.2276 -1.8733
C -0.7429 1.1917 -2.2327
C 0.1952 2.2604 -1.6591
N 1.5810 1.8682 -2.0099
C 2.4013 2.9865 -2.4412
C 3.1761 3.6956 -1.2806
C 3.0331 5.2319 -1.3628
O 2.8358 3.1959 -0.0006
O -1.1370 0.1932 0.2301
C -1.3603 -1.1886 0.1588
C -0.1096 -1.9653 -0.2684
C 0.8996 -1.9461 0.8573
C 1.8475 -0.9373 0.9171
C 2.7355 -0.8998 1.9838
C 2.6781 -1.8537 2.9842
C 1.7332 -2.8694 2.9187
C 0.8373 -2.9120 1.8595
C -2.7547 -1.5470 -0.4684
C -3.3506 -2.6502 0.4510
C -4.1436 -2.1341 1.6424
C -4.4153 -3.3086 2.5823
O -5.3804 -2.9579 3.5898
C -4.8947 -2.2423 4.6290
C -5.7749 -1.0855 5.0217
O -3.8814 -2.5326 5.2130
P -2.7227 -2.4701 -2.1070
C -2.3092 -1.2873 -3.4332
O -4.3581 -2.6479 -2.4005
O -3.4744 -0.3461 -0.5013
H -4.9682 2.1586 1.5541
H -5.0723 0.4132 1.3944
H -4.7896 1.1339 2.9836
H -2.6521 2.1389 2.0759
H -2.5373 0.4102 2.2599
H -1.8994 2.4026 0.0749
H -3.7269 1.8623 -0.4468
H -0.2803 0.2103 -2.0907
H -0.7262 1.3587 -3.3235
H 0.1362 2.2926 -0.5720
H -0.0298 3.2533 -2.0605
H 1.5683 1.1417 -2.7131
H 3.1600 2.5936 -3.1281
H 1.8112 3.7186 -3.0062
H 4.2385 3.4710 -1.3884
H 2.2495 5.5303 -2.0613
H 2.7649 5.6337 -0.3866
H 3.9603 5.6830 -1.7176
H 1.9218 3.4408 0.1869
H -1.4870 -1.4809 1.2166
H 0.3291 -1.4722 -1.1411
H -0.3560 -2.9846 -0.5691
H 1.8825 -0.1716 0.1510
H 3.4626 -0.1011 2.0472
H 3.3616 -1.8188 3.8234
H 1.6707 -3.6230 3.6951
H 0.0796 -3.6843 1.7843
H -2.5352 -3.2783 0.8243
H -4.0038 -3.3360 -0.0998
H -3.5695 -1.4028 2.2114
H -5.1081 -1.7271 1.3438
H -3.4762 -3.5944 3.0654
H -4.7660 -4.1855 2.0384
H -6.2413 -0.6789 4.1257
H -5.1812 -0.3187 5.5079
H -6.5617 -1.4534 5.6818
H -1.2447 -1.0748 -3.4625
H -2.6036 -1.7599 -4.3734
H -2.8883 -0.3692 -3.3261
H -4.8561 -2.0104 -1.8683
C 6.7690 2.8994 -1.2998
C 6.2291 1.4957 -1.2254
C 4.7853 1.3593 -0.8060
O 4.7664 0.0423 -0.2367
C 6.0064 -0.2204 0.2324
O 6.2958 -1.1453 0.9210
O 6.8827 0.7278 -0.1928
H 7.8521 2.8871 -1.3678
H 6.3752 3.4060 -2.1805
H 6.4980 3.4755 -0.4125
H 6.4038 0.9758 -2.1740
H 4.0773 1.4178 -1.6294
H 4.4952 2.0728 -0.0322
C 7.6886 -0.5033 -6.0131
C 8.6892 0.5801 -5.7039
C 9.9508 0.1334 -5.0001
O 10.3385 1.3226 -4.2988
C 9.2136 2.0392 -4.0582
O 9.1463 2.9804 -3.3386
O 8.1656 1.5159 -4.7427
H 6.7285 -0.0671 -6.2858
H 8.0408 -1.1169 -6.8420
H 7.5251 -1.1448 -5.1462
H 8.9337 1.1450 -6.6085
H 10.7429 -0.1824 -5.6743
H 9.7579 -0.6518 -4.2655
C -5.6448 4.6262 -3.0897
C -4.2722 5.2205 -3.2737
C -3.2309 4.2897 -3.8518
O -2.0171 4.8397 -3.3268
C -2.3276 5.4584 -2.1609
O -1.5296 5.8691 -1.3824
O -3.6703 5.5463 -2.0089
H -6.2539 5.2672 -2.4526
H -6.1416 4.5174 -4.0543
H -5.5814 3.6478 -2.6117
H -4.3294 6.1463 -3.8567
H -3.2110 4.2864 -4.9399
H -3.3303 3.2638 -3.4844
C -3.0152 -5.0315 6.7970
C -3.6862 -6.3763 6.7437
C -5.1956 -6.3518 6.7864
O -5.5030 -7.6366 7.3500
C -4.4466 -8.0088 8.1151
O -4.4476 -8.9390 8.8561
O -3.4024 -7.1735 7.9177
H -1.9516 -5.1438 7.0082
H -3.1325 -4.5139 5.8508
H -3.4414 -4.4079 7.5840
H -3.3362 -6.9443 5.8767
H -5.6609 -6.2462 5.8096
H -5.5753 -5.5801 7.4599
```

Properties
HOMO energy in eV: -5.03
Total charge: -1
LUMO level in eV: 1.684